(1)
C5H6O in the gas phase. Source: OMol25; level of theory: ωB97M-V with the def2-TZVPD basis set.

lowest unoccupied orbital energy = -0.81 eV
ΔE to the lowest compared entry with this formula, charge and spin = 513.9 kJ/mol
calculated total energy = -7323.95795 eV
E_HOMO = -8.474 eV

Last column: Löwdin charge in e.
Atoms and positions in Å:
C -0.65905 -0.35982 -1.61995  -0.006
C -0.25463 0.29616 -0.36728  -0.069
C 0.47719 1.38419 0.23191  -0.486
C 0.50923 -0.96407 1.79656  0.072
C 0.25512 0.00657 0.93113  -0.164
O 1.30740 2.27848 0.02292  -0.014
H -0.66621 1.66820 0.53196  0.252
H -1.36909 -1.17221 -1.46439  0.085
H -1.06465 0.37255 -2.32002  0.094
H 0.24884 -0.77064 -2.08074  0.110
H -0.05280 -1.89184 1.77883  0.063
H 1.26864 -0.84757 2.55906  0.064

Atomic forces in eV per Å
0.0 0.0 -0.1
0.0 0.5 -0.1
0.4 -0.1 -0.2
-0.1 0.2 -0.1
0.2 -0.1 0.4
-0.2 -0.2 0.0
-0.2 -0.3 0.0
0.0 0.1 0.0
0.0 0.0 0.1
0.0 0.0 0.1
0.0 0.1 0.0
0.0 0.0 0.0

(2)
2 unconnected molecules or ions with the total composition C3H10NO. Source: OMol25; level of theory: ωB97M-V with the def2-TZVPD basis set.

lowest unoccupied orbital energy = 4.14 eV
net charge = -1
ΔE to the lowest compared entry with this formula, charge and spin = 219.4 kJ/mol
calculated total energy = -6808.50115 eV
E_HOMO = -2.173 eV

Last column: Löwdin charge in e.
Atoms and positions in Å:
C -3.13840 0.13200 0.77638  -0.462
O -1.75875 -0.21124 0.71943  -0.502
H -3.66706 0.30326 -0.20565  0.021
H -3.79872 -0.71346 1.18460  0.016
H -3.28889 0.93398 1.56687  0.026
C 2.12022 -1.04496 -0.03601  -0.204
N 1.21382 -0.45497 -1.07555  -0.168
C 1.19825 1.05962 -0.75085  -0.176
H 3.21090 -1.24346 -0.46080  0.085
H 2.15258 -0.43719 0.83150  0.021
H 1.79769 -2.09567 0.40350  0.091
H 0.20010 -0.62956 -0.87565  0.065
H 2.11969 1.32449 -0.20481  0.033
H 0.35232 1.42613 -0.08664  0.071
H 1.28627 1.65103 -1.78633  0.082

Atomic forces in eV per Å
1.5 -1.5 1.0
-1.8 0.5 -0.5
0.5 0.7 0.4
0.5 0.3 -0.1
-0.3 0.0 -1.1
0.3 -3.2 -1.0
-0.6 1.9 1.8
0.6 0.7 -2.0
-2.1 0.7 0.7
0.3 0.7 0.9
0.3 1.9 -1.3
1.0 -0.7 0.2
-0.2 -0.1 -0.3
0.6 -0.8 -1.1
-0.6 -1.0 2.3

(3)
3 unconnected molecules or ions with the total composition C2H7NO4. Source: OMol25; level of theory: ωB97M-V with the def2-TZVPD basis set.

lowest unoccupied orbital energy = -0.10 eV
ΔE to the lowest compared entry with this formula, charge and spin = 82.1 kJ/mol
calculated total energy = -11867.48889 eV
E_HOMO = -9.652 eV

Last column: Löwdin charge in e.
Atoms and positions in Å:
O -2.78426 -0.78892 -0.91977  0.079
C -1.85873 -0.32303 -0.32099  -0.304
N -0.61570 -0.02933 -0.91220  0.086
C -0.38603 0.28258 -2.24903  -0.324
O -1.23738 0.58633 -3.03272  0.076
H -1.81967 -0.06892 0.74146  0.108
H 0.11018 0.09085 -0.21908  0.082
H 0.68005 0.18357 -2.50955  0.126
O -0.33563 -0.72049 2.31732  -0.059
H 0.53730 -0.91697 1.93814  0.028
H -0.10502 -0.22451 3.11406  0.050
O 2.24155 0.44482 0.70406  -0.050
H 2.70759 0.96352 1.37256  0.053
H 2.86575 0.52051 -0.02429  0.048

Atomic forces in eV per Å
-0.2 0.1 0.2
0.2 0.2 -0.7
-0.3 0.0 0.4
-0.1 -0.4 0.4
0.1 0.0 -0.2
-0.3 -0.2 0.2
0.4 0.1 -0.4
0.1 0.2 0.0
0.7 0.1 0.1
-0.3 0.0 0.0
-0.2 -0.1 -0.1
0.4 0.3 0.1
-0.4 -0.1 0.2
-0.1 -0.3 -0.4

(4)
C4H12NO2P in the gas phase. Source: OMol25; level of theory: ωB97M-V with the def2-TZVPD basis set.

lowest unoccupied orbital energy = 0.77 eV
ΔE to the lowest compared entry with this formula, charge and spin = 133.5 kJ/mol
calculated total energy = -19216.37500 eV
E_HOMO = -9.393 eV

Last column: Löwdin charge in e.
Atoms and positions in Å:
C -0.51107 0.30355 -1.43407  -0.066
C -0.35300 0.66070 0.00157  -0.691
C -1.69858 0.97896 0.59775  -0.017
C 0.55673 1.88306 0.14544  -0.017
O 0.17273 -0.39720 0.76642  -0.233
P 0.75217 -1.81081 0.42784  0.504
N 2.24198 -2.03824 -0.01360  -0.169
O 0.66923 -2.48211 1.90075  -0.210
H 0.26435 -0.27088 -1.88322  0.059
H -1.42152 -0.26133 -1.70868  0.091
H -0.53620 1.31297 -2.01386  0.130
H -1.65212 0.92641 1.71248  0.116
H -2.23631 0.04488 0.34608  0.097
H -2.17329 1.77466 0.17550  0.058
H 0.81222 2.15687 1.21665  0.123
H 1.47427 1.86608 -0.36705  0.068
H -0.01832 2.57177 -0.38720  0.056
H -0.46037 -2.41794 -0.44294  0.092
H 2.55928 -1.83374 -0.88478  -0.079
H 1.55783 -2.96765 1.84490  0.088

Atomic forces in eV per Å
-1.1 1.8 -2.4
0.9 0.9 0.4
0.6 -4.2 1.9
0.0 -0.7 1.9
0.2 -0.5 1.0
-0.4 -1.5 -1.0
-2.7 -0.5 3.2
1.6 -0.6 -1.4
1.1 -0.3 -0.1
0.2 0.4 0.5
-0.1 -1.8 0.7
0.0 0.8 -0.9
-0.5 0.6 0.2
-1.2 2.4 -0.9
-0.8 -0.2 -1.2
1.3 -0.7 -0.8
-0.7 2.0 -0.2
2.2 0.9 1.5
1.0 0.7 -3.0
-1.5 0.6 0.6

- What is the formula in the fourth record?
  C4H12NO2P

What did the first record say?
C5H6O in the gas phase. Source: OMol25; level of theory: ωB97M-V with the def2-TZVPD basis set.

lowest unoccupied orbital energy = -0.81 eV
ΔE to the lowest compared entry with this formula, charge and spin = 513.9 kJ/mol
calculated total energy = -7323.95795 eV
E_HOMO = -8.474 eV

Last column: Löwdin charge in e.
Atoms and positions in Å:
C -0.65905 -0.35982 -1.61995  -0.006
C -0.25463 0.29616 -0.36728  -0.069
C 0.47719 1.38419 0.23191  -0.486
C 0.50923 -0.96407 1.79656  0.072
C 0.25512 0.00657 0.93113  -0.164
O 1.30740 2.27848 0.02292  -0.014
H -0.66621 1.66820 0.53196  0.252
H -1.36909 -1.17221 -1.46439  0.085
H -1.06465 0.37255 -2.32002  0.094
H 0.24884 -0.77064 -2.08074  0.110
H -0.05280 -1.89184 1.77883  0.063
H 1.26864 -0.84757 2.55906  0.064

Atomic forces in eV per Å
0.0 0.0 -0.1
0.0 0.5 -0.1
0.4 -0.1 -0.2
-0.1 0.2 -0.1
0.2 -0.1 0.4
-0.2 -0.2 0.0
-0.2 -0.3 0.0
0.0 0.1 0.0
0.0 0.0 0.1
0.0 0.0 0.1
0.0 0.1 0.0
0.0 0.0 0.0